<one>
The following is a DFT calculation (ωB97M-V with the def2-TZVPD basis set) of a 2-piece molecular cluster, C6H12N2O overall.

Structure (ORCA input):
```
! wB97M-V def2-TZVPD RIJCOSX def2/J DEFGRID3
* xyz -1 2
C 0.22 0.42 -1.53
C 2.01 2.15 1.02
C 0.57 2.76 -0.53
C 0.71 1.40 -0.52
N 1.43 3.24 0.43
N 1.66 1.05 0.40
H 1.81 4.19 0.49
H 2.59 2.33 1.90
H -0.09 3.39 -1.09
H 0.77 -0.51 -1.40
H 0.20 0.77 -2.55
H -0.80 0.14 -1.27
C -1.30 -2.17 1.09
C -0.90 -3.01 -0.15
O -2.40 -1.37 0.82
H -1.55 -2.99 1.79
H -0.43 -1.72 1.58
H -0.93 -2.47 -1.10
H -2.19 -0.42 0.90
H -1.52 -3.89 -0.26
H 0.14 -3.30 -0.03
*
```

LUMO energy (alpha / beta) ... 3.441 / 3.414 eV
Orbital gap (alpha / beta) ... 2.379 / 8.338 eV
HOMO (alpha / beta) ... 1.06 / -4.92 eV


<two>
The following is a DFT calculation (ωB97M-V with the def2-TZVPD basis set) of a 2-piece molecular cluster, C6H12N2O overall.

Structure (ORCA input):
```
! wB97M-V def2-TZVPD RIJCOSX def2/J DEFGRID3
* xyz -1 2
C 0.58 -1.28 -0.42
C 0.52 -2.80 -0.22
C 0.08 -0.49 0.73
C -1.10 0.19 0.85
C 0.12 0.46 2.65
N 0.84 -0.31 1.87
N -1.06 0.79 2.07
H 1.61 -0.99 -0.63
H -0.02 -1.01 -1.29
H -0.51 -3.13 -0.07
H -1.90 0.29 0.13
H 0.39 0.84 3.62
H -1.78 1.37 2.48
H 1.12 -3.08 0.65
H 0.95 -3.32 -1.08
C 0.39 1.83 -3.47
O -0.27 1.17 -2.41
H -1.00 1.73 -2.10
H 0.63 2.87 -3.20
H 1.31 1.28 -3.67
H -0.22 1.86 -4.38
*
```

LUMO energy (alpha / beta) ... 3.722 / 3.841 eV
Orbital gap (alpha / beta) ... 2.707 / 8.939 eV
HOMO (alpha / beta) ... 1.02 / -5.10 eV


Result of the stability comparison: <two> is the most stable of them.


<one>
The following is a DFT calculation (ωB97M-V with the def2-TZVPD basis set) of a 7-piece molecular cluster, C6H26NO7 overall.

Structure (ORCA input):
```
! wB97M-V def2-TZVPD RIJCOSX def2/J DEFGRID3
* xyz -1 1
C 1.69 0.81 -0.54
O 0.46 1.20 -1.10
C 1.80 -0.59 0.11
C 0.83 -1.00 1.22
C 1.30 -2.15 2.13
C -0.58 -1.43 0.73
C -1.56 -0.29 0.91
N 2.06 -1.56 -1.01
H 1.75 1.58 0.27
H 2.49 1.00 -1.29
H 2.82 -0.47 0.63
H 0.75 -0.11 1.87
H 2.42 -2.37 1.98
H 0.82 -3.13 2.09
H 1.11 -1.89 3.19
H -0.54 -1.80 -0.27
H -1.03 -2.29 1.31
H -1.68 -0.04 1.97
H -1.28 0.69 0.48
H -2.59 -0.37 0.58
H 1.87 -1.06 -1.89
H 1.32 -2.26 -0.90
H -0.15 3.16 -0.93
H -1.26 3.26 -1.82
O -0.76 3.87 -1.25
H 0.91 0.72 -2.64
H 2.24 0.78 -3.55
O 1.41 0.32 -3.42
H -0.70 -1.70 3.24
H -2.35 -1.30 3.22
O -1.59 -1.76 3.58
H -2.43 1.60 -1.21
H -1.22 1.33 -2.11
O -2.20 1.48 -2.13
H -0.13 2.07 1.63
H 0.48 3.48 1.51
O -0.29 3.00 1.83
H -1.45 -1.32 -3.19
H -2.38 -0.37 -2.30
O -2.36 -1.10 -2.94
*
```

LUMO energy ... 3.086 eV
Orbital gap ... 8.067 eV
HOMO ... -4.98 eV


<two>
The following is a DFT calculation (ωB97M-V with the def2-TZVPD basis set) of a 7-piece molecular cluster, C6H26NO7 overall.

Structure (ORCA input):
```
! wB97M-V def2-TZVPD RIJCOSX def2/J DEFGRID3
* xyz -1 1
C -1.49 -0.91 0.94
C -1.09 -2.40 0.91
C -0.26 0.01 1.16
N 0.60 -0.01 -0.06
C 1.89 1.24 -1.74
C 1.06 1.36 -0.44
C 1.95 2.02 0.64
O 3.18 1.41 0.81
H -2.03 -0.65 0.02
H -2.22 -0.78 1.76
H -0.31 -2.66 1.68
H -0.57 -2.61 -0.06
H -1.94 -3.03 1.01
H 0.31 -0.32 2.06
H -0.64 1.01 1.35
H 1.52 -0.59 0.22
H 2.83 0.64 -1.53
H 2.17 2.21 -2.09
H 1.28 0.74 -2.50
H 0.14 2.03 -0.63
H 1.45 2.06 1.63
H 2.18 3.06 0.39
H 3.46 -1.49 0.46
H 3.06 0.35 0.92
O 2.81 -1.07 0.90
H -1.90 -0.84 -2.38
H -3.22 -1.69 -2.31
O -2.94 -0.82 -2.49
H -3.72 0.41 -1.59
H -4.41 0.45 -0.19
O -4.12 1.01 -0.95
H 2.22 -1.99 2.01
H 2.42 -2.09 3.47
O 1.96 -2.54 2.81
H -0.03 -0.71 -1.24
H 0.08 -0.88 -2.81
O -0.45 -1.19 -2.11
H -3.00 2.16 -0.32
H -1.44 2.04 -0.03
O -2.23 2.62 0.07
*
```

LUMO energy ... 3.175 eV
Orbital gap ... 8.592 eV
HOMO ... -5.42 eV


Result of the stability comparison: <two> is the most stable of them.


<one>
The following is a DFT calculation (ωB97M-V with the def2-TZVPD basis set) of an isolated molecule of C2H2FN.

Structure (ORCA input):
```
! wB97M-V def2-TZVPD RIJCOSX def2/J DEFGRID3
* xyz 0 1
N 0.32 0.67 -2.14
C 0.27 0.27 -1.05
C -0.08 -0.24 0.69
F -1.23 0.46 0.86
H -0.16 -1.35 0.48
H 0.88 0.19 1.16
*
```

LUMO energy ... 0.452 eV
Structure (SMILES) ... N#CCF
Orbital gap ... 12.433 eV
HOMO ... -11.98 eV


<two>
The following is a DFT calculation (ωB97M-V with the def2-TZVPD basis set) of C2H2FN as an isolated structure.

Structure (ORCA input):
```
! wB97M-V def2-TZVPD RIJCOSX def2/J DEFGRID3
* xyz 0 1
C 0.78 -0.86 -0.44
C -0.53 0.21 0.50
N -0.15 -1.17 0.35
F -1.49 0.73 -0.29
H 1.16 0.03 -0.91
H 0.24 1.06 0.79
*
```

LUMO energy (alpha / beta) ... 0.079 / -0.112 eV
Orbital gap (alpha / beta) ... 8.844 / 8.422 eV
HOMO (alpha / beta) ... -8.77 / -8.53 eV


Result of the stability comparison: <one> is the most stable of them.


<one>
The following is a DFT calculation (ωB97M-V with the def2-TZVPD basis set) of an isolated ion of composition C7H7N2O4 and charge -1.

Structure (ORCA input):
```
! wB97M-V def2-TZVPD RIJCOSX def2/J DEFGRID3
* xyz -1 1
C 0.98 -0.68 2.24
C 0.09 0.07 1.60
O -0.78 0.68 2.41
C -0.07 0.39 0.12
N -0.97 1.40 0.05
C -1.49 1.90 -1.02
O -2.46 2.62 -1.10
O -0.97 1.69 -2.36
C 1.21 0.29 -0.64
C 0.13 -0.70 -0.95
N 0.42 -2.07 -0.77
C 0.43 -3.08 -0.18
O 0.49 -4.18 0.20
H 1.83 -1.06 1.79
H 0.83 -0.78 3.37
H -1.40 1.14 1.68
H -1.49 2.20 -3.00
H 2.12 -0.07 -0.22
H 1.60 0.98 -1.36
H -0.50 -0.76 -1.86
*
```

LUMO energy ... 3.391 eV
Structure (SMILES) ... C=C(O)[C@@]1(/N=C(/[O-])O)C[C@H]1N=C=O
Orbital gap ... 7.723 eV
HOMO ... -4.33 eV


<two>
The following is a DFT calculation (ωB97M-V with the def2-TZVPD basis set) of an isolated ion of composition C7H7N2O4 and charge -1.

Structure (ORCA input):
```
! wB97M-V def2-TZVPD RIJCOSX def2/J DEFGRID3
* xyz -1 1
C 0.61 0.96 1.78
C -0.64 0.16 1.48
C -1.11 0.11 0.27
N -1.63 0.27 -0.82
C -1.51 -0.17 -2.10
C -0.40 -0.42 -2.82
N 0.92 -0.39 -2.42
C 1.73 1.01 -2.94
O 2.00 0.91 -4.10
O 1.79 1.78 -2.04
C 1.38 -1.06 -1.38
O 2.50 -1.01 -0.91
O 0.49 -2.01 -0.88
H 0.41 1.71 2.54
H 0.97 1.44 0.88
H 1.40 0.30 2.15
H -1.09 -0.39 2.29
H -2.47 -0.15 -2.62
H -0.52 -0.52 -3.90
H 0.92 -2.42 -0.12
*
```

LUMO energy ... 3.506 eV
Structure (SMILES) ... CC=C=N/C=C\N(C(=O)[O-])C(=O)O
Orbital gap ... 7.907 eV
HOMO ... -4.40 eV


Result of the stability comparison: <two> is the most stable of them.


<one>
The following is a DFT calculation (ωB97M-V with the def2-TZVPD basis set) of an isolated molecule of C2H5ClN2.

Structure (ORCA input):
```
! wB97M-V def2-TZVPD RIJCOSX def2/J DEFGRID3
* xyz 0 1
C -1.24 0.75 0.10
N -0.51 -0.55 -0.25
C 0.88 -0.67 -0.14
N 1.59 0.36 0.22
Cl 3.25 0.10 0.12
H -0.59 1.59 -0.29
H -2.20 0.66 -0.29
H -1.33 0.76 1.17
H -1.15 -1.38 -0.34
H 1.31 -1.62 -0.31
*
```

LUMO energy ... 0.853 eV
Structure (SMILES) ... CN/C=N/Cl
Orbital gap ... 9.579 eV
HOMO ... -8.73 eV


<two>
The following is a DFT calculation (ωB97M-V with the def2-TZVPD basis set) of a 2-piece molecular cluster, C2H5ClN2 overall.

Structure (ORCA input):
```
! wB97M-V def2-TZVPD RIJCOSX def2/J DEFGRID3
* xyz 0 1
C -1.28 -1.01 -0.17
C -1.69 1.39 0.21
N -1.51 0.16 -0.17
N 1.89 -0.40 0.22
Cl 3.30 0.56 -0.20
H -1.04 -1.63 -1.07
H -0.80 1.97 0.39
H 1.37 -0.55 -0.67
H -2.75 1.71 0.27
H 1.39 0.22 0.83
*
```

LUMO energy ... 0.559 eV
Orbital gap ... 8.866 eV
HOMO ... -8.31 eV


<three>
The following is a DFT calculation (ωB97M-V with the def2-TZVPD basis set) of a 2-piece molecular cluster, C2H5ClN2 overall.

Structure (ORCA input):
```
! wB97M-V def2-TZVPD RIJCOSX def2/J DEFGRID3
* xyz 0 1
C -0.50 0.01 1.15
C 0.96 0.25 -1.27
N -1.72 0.40 1.00
N 2.09 -0.18 -1.19
Cl 3.83 0.68 -0.79
H 0.38 0.61 1.36
H -0.17 -1.01 0.97
H 0.51 1.23 -1.16
H -1.91 1.41 1.30
H 2.36 -1.11 -1.42
*
```

LUMO energy (alpha / beta) ... -0.354 / -0.354 eV
Orbital gap (alpha / beta) ... 8.789 / 8.787 eV
HOMO (alpha / beta) ... -9.14 / -9.14 eV


Result of the stability comparison: <one> is the most stable of them.


<one>
The following is a DFT calculation (ωB97M-V with the def2-TZVPD basis set) of an isolated molecule of C10H11NO2.

Structure (ORCA input):
```
! wB97M-V def2-TZVPD RIJCOSX def2/J DEFGRID3
* xyz 0 1
C -3.42 -0.53 1.29
C -2.63 -0.11 0.00
O -2.95 -0.30 -1.17
O -1.46 0.49 0.34
C -0.26 0.53 -0.33
C 0.45 1.62 -0.05
C 1.82 1.77 -0.44
C 2.75 1.04 0.18
C 2.42 -0.07 1.10
C 1.65 -1.09 0.86
N 1.50 -1.81 -0.32
C 0.88 -1.57 -1.36
C -0.07 -0.40 -1.58
H -3.30 -1.58 1.22
H -4.38 -0.16 1.14
H -2.91 0.08 1.94
H -0.13 2.33 0.62
H 2.16 2.67 -0.90
H 3.83 1.27 0.05
H 2.67 0.21 2.12
H 1.30 -1.65 1.69
H 0.81 -2.32 -2.08
H 0.36 0.24 -2.44
H -1.09 -0.67 -1.87
*
```

LUMO energy ... 0.773 eV
Structure (SMILES) ... CC(=O)O/C1=C/C=C\C=C/N=C\C1
Orbital gap ... 9.087 eV
HOMO ... -8.31 eV


<two>
The following is a DFT calculation (ωB97M-V with the def2-TZVPD basis set) of C10H11NO2 as an isolated structure.

Structure (ORCA input):
```
! wB97M-V def2-TZVPD RIJCOSX def2/J DEFGRID3
* xyz 0 1
C 3.15 -0.46 0.06
C 2.59 0.80 0.25
C 2.37 -1.48 -0.40
C 1.18 0.88 0.08
C 0.49 -0.30 -0.14
C 0.48 2.13 0.19
C -0.72 2.39 -0.26
C -1.65 1.33 -0.66
C -1.40 -0.14 -0.35
C -1.77 -1.92 1.26
N 1.05 -1.38 -0.62
O -1.88 -0.84 -1.54
O -1.97 -0.64 0.76
H 4.17 -0.74 0.37
H 3.04 1.80 0.43
H 2.82 -2.39 -0.76
H 1.13 2.99 0.55
H -1.13 3.40 -0.22
H -2.57 1.65 -0.17
H -2.09 1.45 -1.70
H -2.15 -1.86 2.31
H -0.69 -2.15 1.12
H -2.35 -2.72 0.77
H -2.10 -1.78 -1.32
*
```

LUMO energy ... 0.784 eV
Orbital gap ... 9.349 eV
HOMO ... -8.57 eV


<three>
The following is a DFT calculation (ωB97M-V with the def2-TZVPD basis set) of a 2-piece molecular cluster, C10H11NO2 overall.

Structure (ORCA input):
```
! wB97M-V def2-TZVPD RIJCOSX def2/J DEFGRID3
* xyz 0 1
C 2.18 0.53 -1.37
C 1.91 -0.81 -1.15
C 1.66 1.54 -0.53
C 0.78 -0.13 0.92
C 1.23 -1.20 -0.06
C 0.86 1.20 0.54
C -4.21 -0.08 -0.50
C -2.92 0.03 -0.84
C 0.82 -2.57 0.35
C 0.18 2.17 1.50
N -1.72 0.00 -0.83
O 0.30 -0.51 1.97
O -0.55 0.09 -1.20
H 2.86 0.80 -2.18
H 1.98 -1.61 -1.88
H 1.81 2.58 -0.88
H -4.61 -1.01 -0.40
H -4.68 0.86 -0.11
H 1.61 -2.96 1.06
H -0.17 -2.49 0.82
H 0.83 -3.35 -0.31
H 0.38 1.91 2.53
H 0.35 3.21 1.34
H -0.85 1.81 1.23
*
```

LUMO energy (alpha / beta) ... -1.135 / -1.380 eV
Orbital gap (alpha / beta) ... 7.621 / 6.256 eV
HOMO (alpha / beta) ... -8.76 / -7.64 eV


Result of the stability comparison: <two> is the most stable of them.